[1]
A molecular structure, C14H41BeO7S6 at a distorted geometry. Source: the OMol25 dataset; level of theory: ωB97M-V/def2-TZVPD.

Results
Charge: +1
HOMO in eV: -9.3
Maximum force in Eh/bohr: 0.05438
Multiplicity: 1
Frontier orbital gap in eV: 7.527
ΔE to the lowest compared entry with this formula, charge and spin in kcal/mol: 0.0
E in eV: -94915.352

Cartesian coordinates (Å):
Be 0.5104 -0.1895 -0.0192
C 4.8798 -0.9302 -0.2232
C 3.6694 -1.8520 0.0984
O 2.4532 -1.4884 -0.4927
H 5.2343 -1.0139 -1.2535
H 5.7773 -1.2184 0.3344
H 4.8082 0.1359 0.0029
H 3.5304 -1.8933 1.1854
H 3.9653 -2.8583 -0.2165
C 2.8095 3.2817 0.5632
S 1.8949 2.6039 1.9829
O 1.4320 1.2184 1.5320
C 3.2751 2.3845 3.2050
H 3.5344 3.9873 0.9671
H 2.0513 3.8005 -0.0208
H 3.2435 2.4860 -0.0396
H 4.0940 1.8447 2.7285
H 2.9062 1.5956 3.8643
H 3.4956 3.2868 3.7677
C -1.4049 1.1814 3.6496
S -2.2733 1.3237 2.0012
O -1.6020 0.2970 1.1180
C -3.9231 0.6356 2.4046
H -0.4543 1.6639 3.4240
H -1.2070 0.1753 4.0109
H -1.9233 1.7972 4.3844
H -4.4600 1.2173 3.1546
H -3.8479 -0.4086 2.7082
H -4.5962 0.6495 1.5460
C 2.8513 -0.2806 -4.0160
S 1.1884 -0.4738 -3.3061
O 1.0892 0.5487 -2.2038
C 0.0284 0.1804 -4.5931
H 2.9502 -1.0203 -4.8122
H 3.5093 -0.6088 -3.2110
H 3.1232 0.7042 -4.3902
H 0.2368 1.1508 -5.0413
H -0.9216 0.3395 -4.0782
H -0.1946 -0.6031 -5.3176
C -0.9097 4.5347 -1.6414
S -0.9117 2.6876 -1.7460
O -0.1523 2.1081 -0.6095
C -2.7020 2.3131 -1.5061
H -1.3334 4.9504 -0.7252
H -1.4969 4.9778 -2.4479
H 0.0682 5.0030 -1.7537
H -2.7687 1.2323 -1.6171
H -3.3829 2.8099 -2.1969
H -3.0508 2.5829 -0.5081
C -3.2985 -3.0524 -0.3692
S -3.1156 -1.5366 -1.3965
O -1.7021 -1.1276 -1.0997
C -3.1244 -2.2713 -3.0284
H -3.9335 -3.7962 -0.8455
H -3.7236 -2.7063 0.5731
H -2.2933 -3.3859 -0.1147
H -2.5687 -3.2058 -2.9581
H -2.5777 -1.5977 -3.6886
H -4.1242 -2.3767 -3.4468
C 0.6431 -3.8198 2.0324
S 0.0980 -2.3981 3.0491
O 0.1628 -1.4049 1.9129
C -1.6682 -2.9586 3.3855
H 0.6351 -4.7334 2.6295
H 1.6717 -3.6911 1.7012
H -0.0439 -3.8041 1.1891
H -2.1828 -2.5349 4.2421
H -1.8563 -3.9879 3.0835
H -2.0911 -2.4609 2.5029

=====

[2]
8 unconnected molecules or ions with the total composition C14H41N5O10PS at a distorted geometry. Source: the OMol25 dataset; level of theory: ωB97M-V/def2-TZVPD.

Results
Charge: +1
HOMO in eV: -11.0
Maximum force in Eh/bohr: 0.08877
Multiplicity: 1
Frontier orbital gap in eV: 6.714
E in eV: -63216.899

Cartesian coordinates (Å):
C -5.0872 -3.6542 8.5056
C -4.5441 -3.2704 7.0304
S -6.0242 -3.2731 5.9205
C -5.6443 -4.1037 4.3099
N -5.1680 -3.0765 3.3529
O -6.1369 -2.3957 2.6673
C -3.9103 -2.7269 3.0911
N -3.5683 -1.6827 2.1755
C -2.1511 -1.6376 2.2498
P -1.0376 -0.4156 1.3027
O -1.3657 0.9883 1.7576
N -1.6678 -2.6341 3.1349
C -0.2402 -2.9202 3.4835
N -2.7484 -3.2975 3.6465
N -2.5191 -4.3421 4.5385
C -2.3715 -5.4345 3.8439
O -1.9540 -6.2396 3.1223
H -6.1674 -3.3460 8.6352
H -4.9710 -4.7734 8.6115
H -4.4640 -3.1193 9.2796
H -4.0036 -2.2825 7.0845
H -3.8876 -4.1298 6.7145
H -4.9899 -5.0151 4.3895
H -6.6469 -4.4704 3.9097
H -6.1505 -1.4564 2.9601
H -1.1908 -0.5570 -0.1078
H 0.3425 -0.6375 1.6017
H -0.0150 -3.9711 3.1334
H 0.4715 -2.2212 2.9604
H -0.1389 -2.8790 4.6147
C 0.4927 3.7936 0.5728
O -0.7535 3.7581 1.2485
H 0.7357 4.8288 0.3332
H 1.2732 3.3788 1.2171
H 0.4273 3.2143 -0.3527
H -0.9343 2.8293 1.4454
C 4.0050 3.8226 -1.5910
O 2.7772 3.1302 -1.7589
H 4.7149 3.1636 -1.0914
H 4.4044 4.1098 -2.5681
H 3.8471 4.7133 -0.9784
H 2.1663 3.7374 -2.2042
C 1.0537 -3.1289 -1.3383
O -0.2001 -3.1869 -0.6616
H 1.2740 -2.0895 -1.5792
H 1.8415 -3.5245 -0.6929
H 1.0022 -3.7098 -2.2611
H -0.3722 -4.1145 -0.4602
C 4.3083 0.3393 0.3640
O 3.1435 1.0939 0.6660
H 4.7907 0.0504 1.2974
H 4.0336 -0.5606 -0.1939
H 4.9996 0.9454 -0.2265
H 2.7348 1.3385 -0.1774
C 1.5857 4.3194 -5.1461
O 1.9457 5.0442 -3.9729
H 0.5785 3.9211 -5.0208
H 1.6055 4.9880 -6.0094
H 2.2846 3.4952 -5.2957
H 2.8381 5.3841 -4.1121
C 5.2514 2.1253 -6.3447
O 4.3577 2.7022 -5.4003
H 4.9089 2.3752 -7.3480
H 6.2569 2.5264 -6.1958
H 5.2634 1.0388 -6.2271
H 4.6807 2.4680 -4.5216
C 0.6145 3.7604 -8.6957
O 1.6979 2.9484 -8.2666
H 1.0003 4.7332 -8.9980
H 0.1167 3.2886 -9.5465
H -0.0942 3.8915 -7.8736
H 1.3283 2.0967 -8.0058

=====

[3]
A molecular structure, C14H42BBeF4O7S7 at a distorted geometry. Source: the OMol25 dataset; level of theory: ωB97M-V/def2-TZVPD.

Results
Charge: +1
HOMO in eV: -10.8
Maximum force in Eh/bohr: 0.03455
Multiplicity: 1
Frontier orbital gap in eV: 8.901
ΔE to the lowest compared entry with this formula, charge and spin in kcal/mol: 20.1
E in eV: -117321.668

Cartesian coordinates (Å):
Be -3.6893 -6.7235 -34.6999
B -3.0097 -9.7259 -32.9029
F -3.5003 -9.6327 -31.5942
F -1.6246 -9.5217 -32.9217
F -3.4045 -10.9372 -33.4482
F -3.5955 -8.6339 -33.6716
C -0.0043 -6.9605 -32.0186
S -0.3852 -6.0139 -33.4923
O -1.7351 -6.4063 -33.9421
C -0.5406 -4.3754 -32.7335
H -0.8351 -7.0338 -31.3186
H 0.7763 -6.4529 -31.4443
H 0.3753 -7.9156 -32.3659
H 0.3686 -4.1554 -32.1799
H -1.3868 -4.4827 -32.0525
H -0.7743 -3.6587 -33.5134
C -3.8118 -2.1948 -33.3033
S -3.6627 -2.7577 -35.0083
O -3.4890 -4.2284 -34.9153
C -5.4325 -2.5803 -35.4549
H -2.8917 -2.3986 -32.7556
H -4.6518 -2.7165 -32.8553
H -3.8759 -1.1041 -33.2590
H -5.6896 -3.5306 -35.9133
H -5.5327 -1.6993 -36.0827
H -5.9684 -2.4855 -34.5137
C -1.5673 -8.9548 -38.4601
S -1.2490 -8.5865 -36.7178
O -2.3516 -7.7295 -36.1881
C -1.4247 -10.1679 -35.9132
H -1.5714 -7.9548 -38.8837
H -2.5196 -9.4697 -38.5717
H -0.6993 -9.5389 -38.7553
H -0.9175 -10.2328 -34.9579
H -1.1350 -11.0156 -36.5336
H -2.4855 -10.1931 -35.6507
C -7.8508 -7.8619 -34.3056
S -7.0759 -6.3890 -33.6025
O -5.7444 -6.3785 -34.2834
C -8.0413 -5.1873 -34.5287
H -8.8386 -7.6598 -34.7156
H -8.0300 -8.6613 -33.5785
H -7.1839 -8.3522 -35.0140
H -9.0946 -5.4660 -34.5630
H -7.6128 -5.0636 -35.5206
H -8.0688 -4.2197 -34.0234
C -4.1413 -4.4395 -30.2186
S -4.7017 -5.5793 -31.4839
O -3.7127 -5.3844 -32.6074
C -4.1958 -7.0733 -30.6707
H -4.6367 -4.7761 -29.3042
H -4.2968 -3.3709 -30.3272
H -3.0723 -4.6242 -30.0896
H -4.7672 -7.9241 -31.0370
H -4.4242 -7.0544 -29.5997
H -3.1452 -7.3372 -30.7649
C -5.9419 -11.1706 -36.3224
S -5.2496 -9.6658 -37.0709
O -4.9503 -8.7258 -35.9650
C -6.7963 -9.0781 -37.8010
H -6.8211 -10.9452 -35.7262
H -5.1483 -11.4960 -35.6465
H -6.0658 -11.8863 -37.1321
H -6.7328 -7.9986 -37.9324
H -7.6557 -9.3573 -37.1937
H -6.9871 -9.4849 -38.7981
C -4.1651 -6.9301 -39.3361
S -4.8893 -5.7975 -38.1467
O -4.1767 -5.9572 -36.8670
C -4.2597 -4.2897 -38.9063
H -4.9387 -7.0985 -40.0900
H -3.8822 -7.8188 -38.7782
H -3.3095 -6.5685 -39.9081
H -4.5178 -3.4566 -38.2518
H -4.6879 -4.1014 -39.8890
H -3.1726 -4.3528 -38.9411

=====

[4]
A molecular structure, C14H42FInO7S7 at a distorted geometry. Source: the OMol25 dataset; level of theory: ωB97M-V/def2-TZVPD.

Results
Charge: +2
HOMO in eV: -13.5
Maximum force in Eh/bohr: 0.04620
Multiplicity: 1
Frontier orbital gap in eV: 4.277
ΔE to the lowest compared entry with this formula, charge and spin in kcal/mol: 20.1
E in eV: -113245.256

Cartesian coordinates (Å):
In 30.2869 -12.2798 -23.0089
F 31.2063 -9.4447 -22.7575
C 27.4506 -13.7162 -18.6862
S 27.1736 -13.3408 -20.4817
O 28.4589 -13.6278 -21.2201
C 26.0779 -14.7421 -20.8785
H 27.3989 -14.7820 -18.4640
H 26.7158 -13.2504 -18.0295
H 28.4470 -13.3372 -18.4586
H 25.8526 -14.9208 -21.9299
H 25.1346 -14.6617 -20.3382
H 26.4374 -15.6792 -20.4533
C 32.4623 -13.4403 -18.7177
S 31.0449 -14.2004 -19.6127
O 31.3603 -14.0562 -21.0998
C 31.4757 -15.9266 -19.2341
H 32.2257 -13.5497 -17.6593
H 32.6051 -12.3888 -18.9666
H 33.3830 -13.9447 -19.0111
H 32.4480 -16.1576 -19.6693
H 30.8082 -16.5761 -19.8004
H 31.3955 -16.2733 -18.2039
C 28.4445 -9.9547 -18.2561
S 30.1020 -10.0964 -19.1180
O 29.8996 -10.9843 -20.3518
C 30.2949 -8.3318 -19.7736
H 28.2978 -9.1693 -17.5147
H 28.1824 -10.8943 -17.7697
H 27.6635 -9.8011 -19.0008
H 30.0052 -7.7469 -18.9006
H 29.6474 -8.0779 -20.6129
H 31.2676 -7.9343 -20.0631
C 26.7195 -14.9403 -25.9460
S 26.5784 -14.0043 -24.3464
O 27.7893 -13.0839 -24.1915
C 25.2880 -12.7698 -24.8661
H 27.6385 -15.5263 -25.9543
H 26.6327 -14.2465 -26.7821
H 25.7986 -15.5176 -26.0284
H 24.3544 -13.2855 -25.0908
H 25.5225 -12.1672 -25.7436
H 25.1396 -12.0870 -24.0295
C 28.9424 -8.5700 -26.8360
S 29.2928 -10.3508 -26.5286
O 28.9894 -10.6965 -25.0741
C 27.8223 -10.8579 -27.5314
H 27.9485 -8.3093 -26.4721
H 28.8837 -8.3375 -27.8993
H 29.6913 -7.9025 -26.4099
H 27.9756 -10.8532 -28.6106
H 27.0062 -10.1923 -27.2505
H 27.5360 -11.8693 -27.2428
C 34.8133 -14.8596 -24.7668
S 33.3323 -15.2644 -23.6720
O 32.3499 -14.0883 -23.8167
C 32.6552 -16.7009 -24.6070
H 34.4471 -14.7482 -25.7874
H 35.7420 -15.4265 -24.7026
H 35.0872 -13.8436 -24.4824
H 33.4251 -17.4700 -24.6678
H 32.3800 -16.4907 -25.6405
H 31.8207 -17.0765 -24.0148
C 32.2375 -13.4143 -27.5371
S 30.7908 -14.2114 -26.7715
O 30.1445 -13.2925 -25.7006
C 29.6796 -14.0519 -28.2236
H 33.1049 -13.2984 -26.8873
H 31.9523 -12.4140 -27.8630
H 32.5955 -13.9573 -28.4118
H 28.6877 -14.3962 -27.9309
H 30.1244 -14.6204 -29.0403
H 29.5893 -13.1042 -28.7545